[1]
Here is a structure of composition C44H37BF6N8O6S2Sn in a non-equilibrium geometry from the Open Molecules 2025 dataset. Energies are from the ωB97M-V functional and the def2-TZVPD basis.

Structure (XYZ):
```
105
C44H37BF6N8O6S2Sn (the ωB97M-V functional and the def2-TZVPD basis)
C 2.235 -4.832 -2.373
C 0.357 -3.588 -1.486
F 4.881 -0.942 -4.610
C 2.754 5.337 1.127
C 2.622 0.771 2.709
C 1.146 -2.713 1.759
F 4.980 -1.067 -2.439
H -4.278 4.153 0.605
H -0.898 -1.533 2.435
H -5.194 0.160 0.595
C -0.443 -4.137 -2.479
F 5.817 0.618 -3.465
H -3.301 -1.783 3.297
C 1.704 -3.950 -1.450
H 1.311 -5.135 4.128
N -3.417 1.527 -2.433
C 2.021 4.164 1.000
C 1.295 -0.111 4.970
H 2.721 5.626 4.495
N -2.850 3.141 -0.585
C 3.271 -0.050 3.614
C 1.550 -3.380 2.908
C 1.521 3.512 2.121
N -2.221 1.222 -2.954
C -1.730 1.438 2.165
C -0.754 2.574 2.262
H -5.341 1.988 -3.192
C -4.317 1.732 -3.417
H 3.577 6.788 2.488
H -1.484 -3.852 -2.566
H -2.377 6.133 0.619
H -0.433 -6.113 2.667
S 1.683 -1.332 -4.182
O 0.865 1.747 0.648
F 3.134 -2.144 -6.329
C -3.626 -1.447 1.008
C 0.182 -3.264 0.922
H -2.199 -3.296 -0.432
H 1.565 -1.755 1.472
C -4.156 0.009 0.886
C 2.612 -0.486 4.761
C -2.361 1.239 -4.273
F 1.132 -2.936 -6.221
Sn 0.282 0.687 -1.130
C 1.878 -1.846 -5.979
C -3.683 1.554 -4.628
C 4.782 -0.255 -3.470
C 0.717 2.199 1.933
H -0.382 1.005 4.243
H -1.021 3.315 1.503
C -1.686 -1.018 1.896
C 3.004 5.874 2.382
H 0.765 -0.467 5.847
H 3.122 -1.116 5.481
C 0.987 -4.606 3.239
N -1.619 3.399 -1.053
N 2.097 0.198 -4.288
O 0.285 -1.550 -4.007
H 2.309 -2.942 3.546
C -3.305 4.182 0.140
C -2.336 5.167 0.144
H 1.838 -6.057 -4.098
C -0.384 -4.490 1.264
H -1.854 -1.930 -1.534
C -2.952 1.422 2.699
H -4.828 2.063 -0.775
H 3.111 1.099 1.799
H -1.517 1.027 -4.906
H 3.288 -5.085 -2.333
C -2.182 -1.357 0.464
O 3.660 2.050 -3.903
H -0.837 3.058 3.239
O 2.960 0.798 -1.917
C 0.649 0.727 4.064
C -0.135 -2.571 -0.426
C -1.299 4.615 -0.628
C 2.517 5.223 3.509
C -3.127 -1.128 2.443
H -4.259 -2.295 0.754
H -4.104 1.658 -5.615
B -3.650 1.826 -0.923
H -0.547 -5.412 -4.202
S 3.217 0.805 -3.346
C -1.662 -2.352 -0.541
H 1.412 3.552 4.266
C 0.087 -5.019 -3.416
H 1.826 3.707 0.038
C 1.311 1.195 2.935
F 1.449 -0.879 -6.810
H 2.342 -3.497 -0.702
H -1.123 -4.947 0.614
C -3.840 0.248 2.420
C 1.424 -5.377 -3.363
H -0.343 5.048 -0.882
H 4.297 -0.352 3.433
N -1.316 0.309 1.421
O 2.663 -2.105 -3.480
O 0.578 -1.402 -0.558
H -4.749 0.265 3.025
N -2.001 0.098 0.081
C 0.011 -5.156 2.416
H 3.136 5.831 0.241
C 1.779 4.054 3.378
N -3.266 0.676 -0.015
H -3.327 2.244 3.301
```

The frontier orbital gap is 7.262 eV. As for the net charge: -2. As for the LUMO energy: 0.155 hartree.

These are the Mulliken partial charges, in e, on atoms 1 to 4: -0.5757, -0.2359, -0.2041, -0.9579



[2]
Here is an isolated molecule of C17H18N4O5 in a non-equilibrium geometry from the Open Molecules 2025 dataset. Energies are from the ωB97M-V functional and the def2-TZVPD basis.

Structure (XYZ):
```
44
C17H18N4O5 (the ωB97M-V functional and the def2-TZVPD basis)
O 4.869 -0.362 -1.666
H 5.282 3.462 2.268
H 2.289 0.731 0.957
C 1.810 0.242 0.110
C -5.247 -0.592 1.358
H 2.999 -0.874 -2.790
C -0.100 -2.974 -0.156
C 1.227 -1.102 0.561
H 3.439 2.791 0.415
O -3.756 2.915 -1.318
H -2.565 0.922 -0.960
N -4.658 2.477 -0.634
H -1.276 -0.980 -0.663
H 2.032 -1.711 1.006
O -2.015 -3.329 1.263
C -4.088 -1.304 1.103
C 6.123 1.517 1.741
H -6.351 1.223 0.980
C 5.244 2.558 1.697
H -3.930 -2.273 1.547
H 0.464 -0.931 1.325
H -5.997 -1.017 2.006
C 4.117 0.132 -0.847
C 2.203 -0.707 -2.063
H -0.309 -3.590 -1.036
C -1.452 -2.620 0.463
O -5.700 3.054 -0.416
N -1.925 -1.442 -0.031
O 5.768 0.560 0.880
N 0.619 -1.784 -0.572
H 2.444 -2.672 -1.204
C -3.303 0.481 -0.307
H 1.157 -2.552 -2.431
C 4.635 0.961 0.269
C -3.104 -0.772 0.265
C 1.627 -2.040 -1.590
H 7.003 1.349 2.329
H 1.410 -0.102 -2.513
H 1.005 0.883 -0.266
C 4.274 2.201 0.736
N 2.765 0.028 -0.949
C -5.454 0.654 0.793
H 0.458 -3.597 0.559
C -4.471 1.177 -0.037
```

The frontier orbital gap is 8.566 eV. As for the LUMO energy: -0.021 hartree. As for the structure (SMILES): O=C(CN1CCN(C(=O)c2ccco2)CC1)Nc1cccc([N+](=O)[O-])c1.

These are the natural (NBO) partial charges, in e, on atoms 1 to 4: -0.5962, 0.2331, 0.2352, -0.2248



[3]
Here is a cluster of 6 separate species, C37H89NO6P in total in a non-equilibrium geometry from the Open Molecules 2025 dataset. Energies are from the ωB97M-V functional and the def2-TZVPD basis.

Structure (XYZ):
```
134
C37H89NO6P (the ωB97M-V functional and the def2-TZVPD basis)
H 2.862 -1.255 -3.841
H -3.105 -3.855 -2.800
H -3.621 0.181 -5.219
C 1.062 -0.143 4.696
H 0.245 -4.378 -5.242
H 7.632 9.553 5.001
P -3.972 -0.984 -2.078
H -4.521 -4.170 4.237
H -4.866 -5.717 6.235
C 2.736 -0.909 -4.890
H 1.403 -1.618 -6.536
H 5.022 4.484 1.463
C -4.432 -3.815 5.270
C -2.264 -5.634 4.356
H -3.108 -4.562 -4.424
C 0.673 -2.309 -4.530
H 2.304 -0.222 2.956
C 6.193 1.613 2.620
H 0.027 -0.294 5.005
H 5.397 0.256 4.097
O 4.989 1.796 1.890
H 0.652 -1.150 -0.565
H -5.186 -0.313 -1.725
H -10.802 1.018 1.300
C -8.224 -0.972 -0.978
H 2.538 0.737 -0.297
H 8.608 7.735 2.726
H 6.075 0.063 -5.442
C -5.295 -1.073 -4.443
C 1.579 -1.106 -1.168
H -5.944 2.077 -4.598
H -4.199 2.255 -4.318
H -2.239 -1.616 -4.240
H -7.797 -0.020 -0.636
H 4.011 -1.563 -1.730
H 1.682 -0.824 5.281
C -0.296 -3.457 -4.949
H -0.841 -3.142 -2.831
H 2.192 0.059 -4.941
H -1.420 -0.314 2.670
C -2.316 -4.893 5.681
H 5.456 -1.238 -3.319
O -3.583 -1.952 -0.983
H -10.103 1.640 -0.207
H 6.366 0.279 -3.130
H 4.942 7.865 2.429
C 4.093 -0.566 -1.240
H 6.749 0.833 2.097
C -3.093 -2.317 -4.326
H 4.865 1.294 -5.063
H 5.545 4.223 3.123
H -6.873 -2.187 0.188
H -4.822 -2.719 -3.314
O 6.669 7.552 3.427
H -2.956 -0.010 -2.334
C -7.949 -2.082 0.022
H 8.410 7.274 4.404
H 0.672 0.313 2.611
H -0.826 -4.858 -3.273
H 6.931 1.019 4.555
H 6.613 7.164 0.735
C -10.448 -0.491 -0.198
H 3.714 2.467 3.377
C 5.973 1.184 4.060
H -5.655 -1.699 -5.287
O -9.591 -0.808 -1.287
O 0.965 -1.725 2.815
C 1.800 -1.996 -5.570
H 1.346 -0.563 -2.114
H 5.837 9.331 2.771
C 4.337 0.489 -2.394
H -4.845 -2.804 5.285
C 5.106 0.218 -4.910
H 3.237 2.778 1.720
C 8.186 9.376 4.077
C 2.741 -0.339 -0.463
H 7.816 10.082 3.332
H -5.174 -4.303 7.236
H 0.117 -1.363 -4.363
C 4.089 -0.732 -5.637
H -10.481 -1.322 0.513
C -1.419 -1.355 2.342
H 5.933 8.758 0.349
H -5.222 1.358 -3.138
C -2.660 -3.744 -3.821
H -0.407 -3.202 2.697
H 1.339 0.883 4.945
H -2.694 -5.540 6.478
H 9.240 9.598 4.255
H -3.255 -5.947 4.024
C 8.020 7.935 3.628
C 6.548 8.205 1.060
H 3.370 0.761 -2.873
H 1.188 -2.655 -3.610
C -1.119 -3.857 -3.642
H 4.535 -1.722 -5.880
H -1.646 -6.530 4.445
C 5.369 -0.132 -3.408
C 5.948 8.289 2.454
H -5.179 0.379 -6.040
H 6.807 2.518 2.569
C -10.089 0.809 0.502
C -0.358 -2.174 3.058
C -5.051 1.549 -4.215
H -1.241 -1.359 1.263
H 3.941 4.883 2.815
H -8.418 -1.889 0.986
O -3.067 -3.688 5.628
H -1.844 -4.993 3.578
H -1.301 -4.612 5.967
H -11.451 -0.403 -0.617
H 2.446 -2.881 -5.740
H -0.553 -2.214 4.134
H 3.846 -0.272 -6.624
C -4.713 0.252 -5.043
C 4.095 2.773 2.396
C -5.234 -4.690 6.217
H -6.188 -0.843 -3.827
H -7.726 -1.215 -1.923
H -6.282 -4.715 5.914
H 2.852 -0.811 0.541
H -8.339 -3.033 -0.348
H -2.411 -1.767 2.536
N -4.325 -1.861 -3.599
H 5.425 1.934 4.632
C 4.686 4.171 2.454
H -9.094 0.773 0.947
H -1.001 -3.159 -5.752
H -3.322 -2.406 -5.410
H 4.727 1.435 -1.955
C 1.257 -0.394 3.211
H 7.555 8.622 1.024
H 1.913 -2.126 -1.461
H 4.959 -0.522 -0.555
```

The frontier orbital gap is 7.764 eV. As for the net charge: +1. As for the LUMO energy: -0.107 hartree.

These are the Mulliken partial charges, in e, on atoms 1 to 4: -0.2806, 0.4947, 0.2067, -1.3636